# C16H13FN4O4S

C16H13FN4O4S in the gas phase in a non-equilibrium geometry (ωB97M-V/def2-TZVPD, OMol25).

```
39
Properties=species:S:1:pos:R:3:lowdin_charge:R:1
S -0.24 2.26 0.93 1.04
F 7.12 0.19 0.96 0.06
O 3.23 2.98 1.29 0.07
O -3.15 -3.24 0.48 0.09
O -5.85 -0.92 0.34 0.05
O -1.48 0.19 -0.20 0.09
N 2.75 1.58 -0.45 0.12
N 0.20 0.92 -1.41 0.02
N -3.54 -1.53 -0.94 0.08
N -0.37 -0.12 -2.06 0.11
C 4.91 -1.17 -1.54 -0.08
C 2.50 2.58 0.42 -0.53
C 6.04 0.03 0.17 -0.27
C -3.85 -2.32 0.12 -0.43
C -1.36 -0.54 -1.34 -0.30
C -5.75 -2.57 1.83 0.02
C -6.93 -0.84 1.12 -0.10
C -2.28 -1.67 -1.62 -0.08
C -0.48 1.08 -0.31 -0.67
C -6.93 -1.83 2.05 -0.04
C 1.12 3.22 0.18 -0.34
C 4.98 0.91 0.31 0.07
C -5.12 -1.97 0.77 -0.19
C 3.87 0.74 -0.51 -0.21
C 6.03 -1.01 -0.74 -0.02
C 3.84 -0.30 -1.43 -0.03
H 2.97 -0.43 -2.06 0.11
H -7.63 -0.06 0.91 0.12
H -1.83 -2.60 -1.23 0.14
H -7.67 -2.01 2.81 0.10
H -5.39 -3.43 2.37 0.12
H 2.01 1.33 -1.11 0.09
H 5.03 1.71 1.03 0.11
H 0.90 3.34 -0.88 0.09
H 4.87 -1.98 -2.25 0.11
H -4.12 -0.73 -1.15 0.15
H -2.40 -1.76 -2.70 0.14
H 6.87 -1.68 -0.80 0.11
H 1.09 4.18 0.69 0.09
```

- E_HOMO: -8.55 eV
- Spin multiplicity: 1
- SMILES: O=C(CSc1nnc(CNC(=O)c2ccco2)o1)Nc1cccc(F)c1